DFT (ωB97M-V/def2-TZVPD) results for a molecular structure, C43H52AsCrNOP.

F_max ... 0.0161 Eh/bohr
Total energy ... -5420.858253 Ha
2S+1 ... 2
Total charge ... +2
Highest occupied orbital energy (spin up / spin down) ... -13.4 / -13.4 eV
Kohn-Sham gap (spin up / spin down) ... 0.2565 / 0.2767 Eh

Positions of all 100 atoms, in Å:
C: 7.01513 1.44077 -1.26061
C: -1.81060 0.36522 2.89128
As: 2.28841 0.23968 -1.14190
H: 1.07208 3.73083 -1.00179
C: 5.11586 0.21270 -0.41296
H: 3.58502 -0.63496 4.57355
H: 3.08572 -2.08497 -1.70014
C: 3.73771 0.18176 0.18246
C: -1.20345 1.01575 1.69101
H: -2.52866 2.79838 -1.87548
H: -0.13101 -2.09072 6.12491
H: -2.31273 4.06477 -0.67671
C: -1.21501 -2.79776 1.06452
H: -2.97705 0.68456 -2.25533
H: 2.91609 -3.10966 2.10246
H: 2.13700 -1.45952 -3.05625
C: 0.50336 -1.83467 5.28464
H: 3.57967 -0.75173 0.71352
H: -2.30653 -0.57879 2.65486
C: -1.39323 -2.27636 -3.49205
H: 0.91478 1.14711 3.50016
C: -1.46201 0.24301 -3.73829
H: 1.00839 2.84997 3.06196
C: 7.04777 -0.96232 -1.25973
P: 0.33403 -1.82208 1.13098
H: 2.09909 3.09961 0.29195
H: -3.87850 1.53259 -0.46476
C: 5.74707 1.42209 -0.69483
H: -2.57515 1.03884 3.28887
H: 5.25370 2.35876 -0.45386
N: -1.00363 -1.01027 -1.53281
H: -1.00351 -2.30977 3.86726
C: 0.05226 2.43696 0.39629
C: 5.78143 -0.97887 -0.69288
H: -0.32966 1.70188 -2.57714
C: 2.81537 1.73121 -2.25921
H: 3.57742 1.01021 0.87361
C: -1.98500 1.40118 0.56134
H: 0.92589 4.35585 0.63665
H: -1.46690 -0.04274 -4.79461
C: 0.01483 -1.97786 3.99263
C: -1.72647 -2.04922 -1.28504
H: 2.14904 1.80480 -3.11342
C: 2.08558 -1.14420 3.13072
C: -3.31607 -3.38066 -0.00092
H: -3.99327 -3.28540 -0.83913
O: -2.09526 -2.77900 -2.32688
H: 2.10397 1.69151 2.32126
C: -1.80010 3.26454 -1.21802
H: 3.79018 -5.81283 -1.08254
C: -3.61974 -4.24338 1.03492
H: 2.80292 2.66664 -1.71406
H: -3.38455 1.22387 -3.89152
C: -3.43112 1.04641 0.39892
H: -3.58563 -0.03096 0.30407
C: 1.21305 -3.64103 -0.77928
C: 0.06298 1.66231 1.59073
C: -1.24407 2.33437 -0.18811
H: 2.17637 -1.28075 6.51014
H: 4.35279 -4.81141 1.10883
C: 7.66521 0.24768 -1.54940
H: 7.55895 -1.89462 -1.46596
C: 1.09740 3.44961 0.04902
H: 8.65593 0.26127 -1.98590
H: 7.50044 2.38710 -1.46505
H: 3.78745 -0.86924 -2.77927
H: -4.56073 -4.77866 1.03482
C: -0.59173 1.48826 -3.62064
H: 3.82604 1.52693 -2.60308
C: 2.87239 -1.20537 -2.29836
H: 5.30809 -1.92759 -0.45615
H: -3.98470 1.37079 1.28346
C: 2.58352 -1.01748 4.41793
C: 2.66236 -3.49612 1.12638
H: -1.08891 2.37126 -4.02477
C: 1.08213 1.83050 2.67368
C: -1.47584 -3.77979 2.01814
H: 1.74530 -5.07992 -2.27310
H: 0.33957 1.35121 -4.17331
C: 3.16096 -5.04031 -0.65854
H: -0.64698 -3.01794 -3.76658
Cr: -0.12162 0.24741 -0.10416
C: -2.67150 -4.48412 2.01698
H: -2.11344 -2.17018 -4.29788
H: 2.70520 -0.83722 2.30484
C: -2.91059 0.43036 -3.31148
H: -3.49908 -0.47922 -3.46855
C: 3.47761 -4.47565 0.56646
H: -0.73139 -4.01617 2.76388
H: -1.02765 3.72566 -1.82852
H: 0.26129 -0.89745 -3.22291
H: -2.85438 -5.23124 2.77967
C: 0.80755 -1.65393 2.89099
C: -0.80602 -0.94145 -3.02996
H: 0.32749 -3.33902 -1.32284
C: 1.79303 -1.37235 5.50146
C: -2.12156 -2.66206 0.00277
H: -1.08311 0.19385 3.67490
C: 1.52667 -3.05306 0.45013
C: 2.01490 -4.62799 -1.32650

Results of the Löwdin charge analysis, in e, for atoms 1 through 8: -0.060, 0.002, 1.194, 0.080, -0.310, 0.122, 0.016, -0.295

DFT (ωB97M-V/def2-TZVPD) results for a molecular structure, C43H53BBiN8O2S3.

F_max ... 0.0139 Eh/bohr
Energy above the lowest of the compared OMol25 structures with the same formula, charge and spin ... 0.0 kcal/mol
Total energy ... -3692.811727 Ha
Total charge ... +1
Highest occupied orbital energy ... -10.0 eV
Kohn-Sham gap ... 0.2555 Eh

Positions of all 111 atoms, in Å:
H: -1.39118 -4.49701 -6.66555
H: 2.68617 -0.03400 -4.42146
H: 1.48756 -4.98882 2.27431
C: -2.97256 -0.56421 -1.63636
H: -5.39012 0.55010 -0.80195
H: -3.92237 -4.85549 -4.29587
C: 2.36238 -0.67064 2.41817
C: -2.55954 2.40889 3.46512
C: 0.57351 -1.51056 -3.41615
H: 4.07194 -4.12093 0.44947
H: 1.96811 -5.37663 -2.37365
C: -2.68988 2.70664 4.79575
H: 1.79701 -7.08332 0.98505
C: -3.66260 -3.30095 -2.05527
C: -1.15590 -5.31718 -5.98370
C: 1.21166 3.98049 -1.62229
H: -1.31635 -6.25843 -6.51157
Bi: -0.07642 0.34729 0.37201
H: 0.97602 -4.60246 -7.48205
S: 0.54951 -0.06254 -2.56957
C: -0.56054 -3.52954 3.28124
C: 2.73762 2.18148 -1.10642
C: -1.71007 2.31255 5.71987
C: 0.30005 -5.23005 -5.50366
C: 2.78719 -0.92783 0.96489
H: 2.31111 -1.62194 2.95753
H: -4.88812 -6.13013 -3.54231
C: -2.69420 -5.59446 -1.95412
N: -0.16280 -3.77140 -3.64982
H: 3.87048 -1.08003 0.92432
H: 0.35619 -7.34192 -5.03435
C: 1.29911 -1.63788 -4.65611
H: 1.78455 -2.96224 -6.23005
N: 1.06295 -0.00316 2.47417
H: -5.69180 -2.57969 -2.16456
S: -2.12247 -1.97103 1.21428
H: -5.92569 -4.62933 -1.13466
C: 3.73097 -5.14931 0.58675
C: -0.82074 -2.95162 0.82709
C: -0.62245 1.62138 5.26906
H: 1.42798 0.45611 4.42459
H: -1.81147 2.55960 6.76747
H: -2.91639 -6.65545 -2.06650
H: -3.30314 2.71741 2.74222
H: 4.53883 -5.81792 0.28833
C: 2.15349 4.55547 -2.44195
C: 1.22575 -5.34014 -6.71730
H: 4.65743 2.33020 -2.05039
C: 2.49319 -5.43276 -0.27226
H: 1.65191 -6.40465 -4.27771
O: -1.41387 1.46736 1.68225
C: -1.44846 1.68748 2.96729
H: 3.19941 -4.20233 -1.91675
C: 2.84202 -5.21949 -1.74577
C: -4.95435 -5.10201 -0.98637
N: -0.33029 -3.08013 -0.45504
C: -0.11075 -3.66545 1.86473
H: -1.83668 -5.27107 -5.13487
C: 1.24481 -2.82965 -5.30355
H: 1.10962 -6.32752 -7.16361
H: 3.62427 -5.91909 -2.04386
O: 0.49888 2.33219 -0.14338
H: 4.22244 0.77957 -0.41033
H: -1.94520 -5.31335 -2.69603
H: -0.57049 -2.47948 3.57768
C: -4.65979 -2.28098 -2.04285
H: 3.54312 -5.31273 1.64904
C: -4.35591 -0.96660 -1.85300
H: 4.14916 4.42326 -3.25434
H: 1.32935 0.32341 -5.45627
C: -4.61832 -5.07535 -3.48630
C: 2.04230 -0.46006 -5.19064
C: -0.46047 1.27530 3.90435
N: -2.44445 -2.87001 -1.97179
N: 0.72784 -3.86283 -0.76774
N: -0.09801 -2.60850 -2.97957
C: -5.41470 0.07512 -1.78464
H: -3.55902 3.25367 5.13915
C: 2.03650 -6.88567 -0.06177
C: 0.47489 -3.90290 -4.77148
C: 0.59464 -6.39430 -4.54929
H: 3.12106 -0.05103 2.90522
C: 0.94296 -4.44351 1.51459
H: -1.58550 -3.88718 3.38438
S: -2.52548 0.95954 -1.15366
H: -5.21157 0.86513 -2.50973
H: 2.83255 -7.56804 -0.36180
C: -3.97604 -4.77511 -2.12515
H: 0.08823 -4.09754 3.94639
H: 1.92425 5.47839 -2.95920
C: 0.72743 0.55321 3.58746
H: 2.27366 -5.22240 -6.43441
H: -4.55460 -4.76946 -0.02640
C: 3.68761 2.80321 -1.93913
N: -2.10794 -1.58357 -1.77727
H: -6.39956 -0.34873 -1.96486
H: -5.52273 -4.48614 -3.64637
N: 2.34715 0.18589 0.16894
H: 0.14915 1.31397 5.96641
H: 0.24041 4.43710 -1.48267
C: 3.14599 0.98842 -0.41730
C: 3.41049 3.96561 -2.61109
H: 2.62765 -0.72783 -6.06817
C: 1.34555 -4.53065 0.14968
B: -0.96503 -2.54605 -1.73255
H: 1.15178 -7.10197 -0.66401
H: -2.26682 -5.43985 -0.95930
H: 2.29866 -1.83554 0.58644
H: -0.00019 -6.30912 -3.64035
C: 1.46108 2.77651 -0.93842
H: -5.11037 -6.17984 -0.94110

Results of the Löwdin charge analysis, in e, for atoms 1 through 8: 0.095, 0.071, 0.126, -0.694, 0.089, 0.078, -0.194, -0.003